[1]
The following is a DFT calculation (the ωB97M-V functional and the def2-TZVPD basis) of a structure of composition C26H44Br2N8PReSe3Te.

Each line ends with the Mulliken charge.
Cartesian coordinates (Å):
Re1 -0.321 -0.716 1.689  0.1906
Br1 1.606 -2.414 1.744  0.1319
C1 1.184 -4.263 2.161  -0.5904
Br2 0.627 -5.303 0.650  -0.1082
H1 0.408 -4.266 2.912  0.2381
H2 2.111 -4.673 2.530  0.4916
Se1 -0.744 1.210 5.111  -0.1048
Se2 -1.050 -0.335 6.957  -0.1764
Te1 0.266 -2.306 6.512  0.0182
Se3 0.748 0.151 3.739  -0.2188
N1 0.370 0.084 0.129  0.5615
P1 1.108 0.461 -1.199  -2.3565
N2 1.533 -0.753 -2.241  0.9581
C2 0.420 -1.507 -2.878  -0.5664
C3 0.649 -3.006 -2.768  -0.5226
C4 1.954 -3.417 -3.465  -0.6447
C5 3.076 -2.385 -3.206  -1.0672
C6 2.759 -1.537 -1.982  -0.1073
N3 0.103 1.335 -2.167  1.2016
C7 -1.043 2.069 -1.583  0.2655
C8 -1.236 3.396 -2.305  -1.0959
C9 -1.597 3.158 -3.784  -0.5523
C10 -0.859 1.922 -4.339  -1.0862
C11 0.427 1.669 -3.567  -0.7547
N4 2.518 1.233 -0.862  1.1540
C12 3.047 1.391 0.509  0.0983
C13 3.550 2.813 0.708  -0.9319
C14 4.698 3.138 -0.278  -0.6239
C15 4.684 2.192 -1.487  -1.0697
C16 3.258 1.916 -1.939  -0.5481
H3 0.341 -1.231 -3.937  0.2405
H4 -0.522 -1.234 -2.406  0.4772
H5 -0.201 -3.532 -3.211  0.5225
H6 0.678 -3.282 -1.709  -0.1110
H7 1.774 -3.500 -4.539  0.3259
H8 2.257 -4.405 -3.115  0.3305
H9 3.187 -1.721 -4.066  0.2841
H10 4.035 -2.884 -3.057  0.4242
H11 3.572 -0.849 -1.761  0.2380
H12 2.643 -2.193 -1.113  -0.0663
H13 -0.865 2.224 -0.528  -0.2209
H14 -1.959 1.472 -1.672  0.0965
H15 -0.313 3.979 -2.227  0.3059
H16 -2.024 3.966 -1.807  0.4094
H17 -1.346 4.044 -4.372  0.3143
H18 -2.675 3.011 -3.875  0.3487
H19 -0.626 2.055 -5.396  0.4487
H20 -1.490 1.032 -4.256  0.2718
H21 1.063 2.558 -3.629  0.2955
H22 0.985 0.845 -4.004  0.6047
H23 3.866 0.681 0.690  0.1881
H24 2.261 1.156 1.214  -0.2182
H25 3.879 2.936 1.741  0.4303
H26 2.709 3.495 0.550  0.2640
H27 5.662 3.064 0.226  0.3574
H28 4.601 4.167 -0.626  0.3060
H29 5.172 1.244 -1.237  0.3136
H30 5.244 2.627 -2.317  0.4330
H31 3.249 1.295 -2.837  0.5186
H32 2.778 2.870 -2.192  0.2293
N5 -4.403 -4.796 4.280  -0.4576
C17 -3.519 -3.909 3.759  0.9218
C18 -2.974 -4.082 2.474  -0.7966
C19 -2.080 -3.163 1.992  -0.8434
N6 -1.660 -2.082 2.691  0.5389
C20 -2.215 -1.898 3.906  -0.0975
C21 -3.126 -2.761 4.462  -0.9606
H33 -4.576 -5.673 3.824  0.2021
H34 -4.708 -4.704 5.231  0.2074
H35 -3.250 -4.933 1.862  0.3779
H36 -1.667 -3.279 0.999  0.7643
H37 -1.905 -1.008 4.439  0.0872
H38 -3.526 -2.546 5.447  0.3594
N7 -4.708 3.766 2.049  -0.4611
C22 -3.768 2.795 1.951  0.7268
C23 -4.116 1.452 1.753  -0.7876
C24 -3.131 0.505 1.656  -0.6571
N8 -1.820 0.778 1.750  0.6042
C25 -1.485 2.070 1.920  -0.8668
C26 -2.399 3.086 2.017  -0.7230
H39 -5.680 3.529 2.110  0.1977
H40 -4.446 4.703 2.289  0.2060
H41 -5.155 1.153 1.674  0.3796
H42 -3.397 -0.532 1.501  0.4723
H43 -0.427 2.276 1.980  0.6047
H44 -2.051 4.104 2.150  0.4553

Computed properties:
spin multiplicity: 4
total charge: +1
gap between HOMO and LUMO (spin up / spin down): 6.96 / 5.82 eV
total energy: -14495.06768 Ha
<S²>: 3.77
HOMO (spin up / spin down): -0.33715 / -0.35091 hartree


[2]
The following is a DFT calculation (the ωB97M-V functional and the def2-TZVPD basis) of a structure of composition C26H44BrN3OP2Pd.

Each line ends with the Mulliken charge.
Cartesian coordinates (Å):
N1 -2.060 4.878 4.915  -0.5156
C1 -3.123 4.412 4.237  -0.4522
C2 -3.311 3.052 3.955  -0.5009
C3 -2.334 2.121 4.397  0.7367
C4 -1.264 2.613 5.176  -0.3724
C5 -1.178 3.989 5.399  -0.3657
C6 -2.415 0.751 4.006  -0.5417
Pd1 2.464 -1.830 0.592  -0.6666
P1 0.045 -2.531 -3.694  0.2668
C7 -1.451 -0.167 4.316  -0.8772
C8 -0.978 -1.167 3.419  0.5985
C9 0.078 -2.008 3.892  -0.4916
C10 0.996 -2.516 2.973  -0.2993
C11 0.817 -2.052 1.651  -0.1826
C12 -0.377 -1.546 1.109  -0.2156
C13 -1.344 -1.141 2.033  -0.5837
Br1 3.738 -2.275 -1.428  -0.5354
H1 -3.264 0.474 3.381  0.6284
H2 -0.965 -0.175 5.290  0.6292
H3 -4.195 2.704 3.397  0.4665
H4 -0.502 1.937 5.563  0.3001
H5 -3.841 5.151 3.851  0.3849
H6 -0.344 4.407 5.955  0.4021
H7 0.199 -2.125 4.985  0.4183
H8 -2.313 -0.727 1.736  0.4762
H9 1.823 -3.201 3.203  0.4641
H10 -0.489 -1.501 0.016  0.6515
P2 2.215 0.395 0.555  1.1301
C14 -1.717 -2.911 -3.540  -0.3318
C15 -2.136 -4.330 -3.899  -1.4429
H11 -2.292 -2.162 -4.092  0.4507
H12 -1.918 -2.731 -2.466  0.3254
H13 -3.214 -4.458 -3.783  0.3888
H14 -1.880 -4.585 -4.927  0.3700
H15 -1.657 -5.056 -3.242  0.3702
C16 1.111 -3.776 -4.480  -0.2768
C17 1.539 -3.420 -5.900  -1.2812
H16 0.598 -4.754 -4.466  0.4557
H17 2.019 -3.870 -3.846  0.2891
H18 2.137 -4.246 -6.296  0.4032
H19 0.668 -3.286 -6.548  0.3283
H20 2.171 -2.525 -5.946  0.3234
C18 0.385 -0.843 -4.276  0.0849
C19 -0.401 -0.605 -5.558  -1.2470
H21 1.478 -0.720 -4.423  0.3585
H22 0.096 -0.117 -3.487  0.0801
H23 -0.340 0.464 -5.788  0.4147
H24 0.030 -1.179 -6.388  0.2887
H25 -1.459 -0.873 -5.436  0.3226
C20 1.289 1.350 -0.752  -0.0439
C21 2.094 1.695 -2.022  -1.4585
H26 0.869 2.266 -0.300  0.4455
H27 0.402 0.743 -1.003  0.0947
H28 2.834 2.491 -1.812  0.4014
H29 2.609 0.786 -2.384  0.2811
H30 1.444 2.079 -2.835  0.4137
C22 4.010 0.789 0.428  -0.7886
C23 4.848 -0.228 1.215  -1.0888
H31 4.139 1.816 0.804  0.4715
H32 4.257 0.780 -0.642  0.5053
H33 5.835 -0.336 0.762  0.3407
H34 4.961 0.061 2.264  0.3755
H35 4.427 -1.258 1.206  0.2398
C24 1.765 1.010 2.231  -0.0367
C25 0.863 2.244 2.234  -1.0408
H36 2.717 1.185 2.762  0.6739
H37 1.265 0.165 2.736  -0.2599
H38 0.704 2.578 3.268  0.3592
H39 1.288 3.079 1.656  0.5154
H40 -0.122 1.995 1.802  -0.1629
N2 -3.824 1.605 -0.207  -0.4938
C26 -2.643 2.029 0.357  0.2605
N3 -2.649 3.332 0.767  -0.3914
O1 -1.669 1.277 0.490  -0.1224
H41 -4.434 2.309 -0.587  0.1996
H42 -3.743 0.738 -0.722  0.2424
H43 -1.857 3.653 1.300  0.2120
H44 -3.523 3.830 0.888  0.2283

Computed properties:
spin multiplicity: 3
total charge: +2
gap between HOMO and LUMO (spin up / spin down): 6.73 / 5.27 eV
total energy: -4640.61118 Ha
<S²>: 2.09
HOMO (spin up / spin down): -0.48025 / -0.48186 hartree


[3]
The following is a DFT calculation (the ωB97M-V functional and the def2-TZVPD basis) of a structure of composition C26H44BrN3OP2Re.

Each line ends with the Mulliken charge.
Cartesian coordinates (Å):
N1 -1.858 -2.004 -7.737  0.0923
C1 -0.790 -2.678 -7.318  -0.4690
C2 -0.144 -2.364 -6.115  -0.3554
C3 -0.647 -1.317 -5.326  0.4403
C4 -1.703 -0.546 -5.836  -0.2476
C5 -2.309 -0.972 -7.033  -0.5685
C6 -0.237 -1.286 -3.880  -0.3452
Re1 0.691 -0.316 -2.329  1.2176
P1 -0.706 -0.594 3.993  0.8773
C7 -1.147 -0.651 -2.922  0.1907
C8 -1.070 -1.164 -1.553  0.2932
C9 -1.998 -0.796 -0.543  -1.1183
C10 -1.711 -1.031 0.795  -0.0451
C11 -0.486 -1.632 1.139  -0.9914
C12 0.235 -2.318 0.216  -1.5675
C13 0.072 -2.017 -1.227  -0.8980
Br1 1.009 -0.822 2.636  -0.0828
H1 0.241 -2.260 -3.697  0.1927
H2 -2.027 -0.103 -3.233  0.6264
H3 0.676 -2.988 -5.767  0.4946
H4 -2.113 0.307 -5.304  0.4543
H5 -0.447 -3.526 -7.915  0.4204
H6 -3.210 -0.482 -7.403  0.4279
H7 -2.899 -0.278 -0.877  0.5904
H8 0.327 -2.892 -1.845  0.4989
H9 -2.506 -0.831 1.499  0.8135
H10 0.923 -3.127 0.479  1.5002
P2 0.662 1.750 -1.355  0.7587
C14 -0.880 -2.321 4.491  -0.4954
C15 -2.118 -2.614 5.325  -1.2089
H11 0.034 -2.642 5.008  0.4726
H12 -0.925 -2.912 3.566  0.3547
H13 -2.274 -3.698 5.293  0.4097
H14 -2.000 -2.330 6.377  0.3268
H15 -3.016 -2.119 4.938  0.3154
C16 -2.223 0.223 3.538  -0.2262
C17 -2.823 1.117 4.623  -1.6312
H16 -2.955 -0.549 3.257  0.7022
H17 -2.008 0.825 2.644  0.0356
H18 -3.686 1.637 4.198  0.4589
H19 -3.161 0.545 5.496  0.3646
H20 -2.104 1.877 4.944  0.4544
C18 0.077 0.397 5.289  -0.5054
C19 0.946 -0.393 6.267  -1.2869
H21 -0.693 0.959 5.835  0.4659
H22 0.695 1.124 4.743  0.5444
H23 1.858 0.194 6.433  0.3470
H24 0.443 -0.527 7.238  0.3992
H25 1.252 -1.376 5.891  0.2811
C20 2.115 2.113 -0.274  -0.1371
C21 2.527 3.580 -0.251  -1.3498
H26 2.938 1.466 -0.599  -0.2859
H27 1.826 1.754 0.725  0.3877
H28 3.086 3.856 -1.156  0.3363
H29 1.664 4.251 -0.145  0.3637
H30 3.185 3.754 0.607  0.4342
C22 -0.626 2.272 -0.156  0.1878
C23 -1.896 2.892 -0.741  -1.4058
H31 -0.137 2.962 0.553  0.7496
H32 -0.863 1.351 0.405  -0.4615
H33 -1.666 3.769 -1.371  0.3895
H34 -2.470 2.151 -1.320  0.2689
H35 -2.512 3.227 0.109  0.4605
C24 0.812 2.929 -2.739  -0.7880
C25 1.892 2.423 -3.682  -1.0003
H36 1.013 3.927 -2.335  0.5753
H37 -0.170 2.992 -3.229  0.5043
H38 1.610 2.674 -4.710  0.3796
H39 2.873 2.854 -3.438  0.2725
H40 1.999 1.319 -3.648  0.2220
N2 3.447 -2.043 0.556  -0.2631
C26 3.573 -1.014 -0.313  0.5719
N3 4.618 -0.181 -0.040  -0.4017
O1 2.790 -0.795 -1.288  -0.7406
H41 4.169 -2.213 1.253  0.2109
H42 2.743 -2.752 0.394  0.2577
H43 4.892 0.470 -0.765  0.2840
H44 5.299 -0.460 0.662  0.1983

Computed properties:
spin multiplicity: 4
total charge: +4
gap between HOMO and LUMO (spin up / spin down): 5.93 / 4.80 eV
total energy: -4589.90942 Ha
<S²>: 3.78
HOMO (spin up / spin down): -0.67691 / -0.70034 hartree


How do the records compare in energy relative to the best compared isomer or geometry (same formula, charge and spin)? In the order shown, they have 0.0; 30.1; 2.7 kcal/mol.